(1)
Here is C6H11N in the gas phase in a non-equilibrium geometry from the Open Molecules 2025 dataset. Energies are from ωB97M-V/def2-TZVPD.

Strongest force on any atom ... 2.327 eV Å⁻¹
HOMO-LUMO gap ... 10.176 eV
SMILES ... [H]/N=C(/C)[C@@H](C)C=C
Energy above the lowest of the compared OMol25 structures with the same formula, charge and spin ... 1.1627 eV
Electronic energy ... -289.92895 a.u.

Last column: natural (NBO) charge in e.
Element x y z (Å)
C  -0.156  -1.383  0.152  -0.167
C  -0.010  -0.288  -0.850  -0.319
C  0.797  -1.827  0.972  -0.414
C  1.389  0.280  -1.000  -0.614
C  -0.746  1.379  1.137  -0.686
C  -1.047  0.720  -0.174  0.346
N  -2.077  1.111  -0.782  -0.637
H  -1.123  -1.875  0.139  0.207
H  -0.421  -0.610  -1.814  0.216
H  -2.238  0.690  -1.695  0.330
H  1.811  -1.466  0.946  0.192
H  0.592  -2.597  1.698  0.202
H  1.387  1.072  -1.747  0.220
H  1.778  0.675  -0.064  0.213
H  2.072  -0.504  -1.330  0.218
H  -1.590  1.982  1.458  0.241
H  -0.550  0.619  1.892  0.228
H  0.131  2.021  1.063  0.223

(2)
Here is 3 unconnected molecules or ions with the total composition C6H11N in a non-equilibrium geometry from the Open Molecules 2025 dataset. Energies are from ωB97M-V/def2-TZVPD.

Strongest force on any atom ... 1.339 eV Å⁻¹
HOMO-LUMO gap ... 7.898 eV
Energy above the lowest of the compared OMol25 structures with the same formula, charge and spin ... 5.7502 eV
Electronic energy ... -289.76036 a.u.

Last column: natural (NBO) charge in e.
Element x y z (Å)
C  2.161  0.106  -0.205  -0.610
C  0.910  -0.682  0.165  -0.383
C  -0.390  0.122  0.144  -0.180
C  -1.580  -0.662  0.522  -0.367
C  -0.591  1.057  -0.904  -0.448
C  -0.784  0.607  1.593  0.268
N  -0.786  1.129  2.636  -0.301
H  2.118  0.455  -1.241  0.209
H  3.045  -0.533  -0.113  0.221
H  2.301  0.974  0.448  0.216
H  1.031  -1.138  1.154  0.217
H  0.756  -1.503  -0.549  0.220
H  -1.478  -1.577  1.097  0.244
H  -2.566  -0.217  0.433  0.242
H  -1.661  -1.008  -1.333  -0.025
H  -1.555  1.554  -0.982  0.213
H  0.253  1.617  -1.296  0.217
H  -1.256  -0.366  -1.701  0.047

(3)
Here is C6H11N in the gas phase in a non-equilibrium geometry from the Open Molecules 2025 dataset. Energies are from ωB97M-V/def2-TZVPD.

Strongest force on any atom ... 5.147 eV Å⁻¹
HOMO-LUMO gap ... 8.931 eV
SMILES ... C/C=C/C=C/NC
Energy above the lowest of the compared OMol25 structures with the same formula, charge and spin ... 4.9415 eV
Electronic energy ... -289.79009 a.u.

Last column: natural (NBO) charge in e.
Element x y z (Å)
C  1.419  2.351  1.331  -0.427
N  2.058  1.235  0.442  -0.711
C  1.053  0.413  0.033  0.028
C  0.511  -0.695  0.573  -0.252
C  -0.691  -1.407  -0.033  -0.234
C  -1.730  -0.745  -0.748  -0.189
C  -2.551  -1.586  -1.669  -0.704
H  2.279  2.493  1.999  0.195
H  0.473  2.288  1.858  0.211
H  1.340  3.272  0.784  0.179
H  3.060  1.349  0.476  0.417
H  0.612  0.709  -0.877  0.155
H  0.428  -1.006  1.622  0.210
H  -0.735  -2.464  0.117  0.191
H  -1.646  0.398  -0.794  0.208
H  -1.707  -2.186  -2.005  0.263
H  -3.127  -2.489  -1.055  0.210
H  -3.446  -0.990  -2.145  0.248

(4)
Here is C6H11N in the gas phase in a non-equilibrium geometry from the Open Molecules 2025 dataset. Energies are from ωB97M-V/def2-TZVPD.

Strongest force on any atom ... 3.533 eV Å⁻¹
HOMO-LUMO gap ... 9.276 eV
SMILES ... C=NC(=C)CCC
Energy above the lowest of the compared OMol25 structures with the same formula, charge and spin ... 2.5885 eV
Electronic energy ... -289.87656 a.u.

Last column: natural (NBO) charge in e.
Element x y z (Å)
C  0.228  -1.294  2.095  -0.623
C  -1.006  -0.698  1.373  -0.392
C  -0.667  0.555  0.572  -0.472
C  0.486  0.457  -0.444  0.147
C  1.773  0.733  -0.119  -0.374
C  -0.770  0.062  -2.446  -0.037
N  0.209  0.507  -1.786  -0.444
H  0.552  -0.690  2.955  0.200
H  1.074  -1.277  1.391  0.214
H  0.021  -2.256  2.600  0.215
H  -1.710  -0.447  2.179  0.202
H  -1.543  -1.467  0.780  0.199
H  -0.225  1.308  1.223  0.217
H  -1.587  1.002  0.196  0.224
H  2.389  1.240  -0.857  0.224
H  1.987  0.877  0.950  0.191
H  -0.649  -0.381  -3.440  0.186
H  -1.639  -0.252  -1.839  0.122

(5)
Here is C6H11N in the gas phase in a non-equilibrium geometry from the Open Molecules 2025 dataset. Energies are from ωB97M-V/def2-TZVPD.

Strongest force on any atom ... 1.405 eV Å⁻¹
HOMO-LUMO gap ... 12.267 eV
SMILES ... CC(C)[C@@H](C)C#N
Energy above the lowest of the compared OMol25 structures with the same formula, charge and spin ... 0.2560 eV
Electronic energy ... -289.96227 a.u.

Last column: natural (NBO) charge in e.
Element x y z (Å)
C  1.904  -0.593  -0.007  -0.612
C  0.615  0.063  0.500  -0.194
C  0.553  1.531  0.069  -0.621
C  -0.623  -0.766  0.039  -0.322
C  -2.019  -0.210  0.425  -0.595
C  -0.764  -0.775  -1.423  0.287
N  -1.054  -0.671  -2.539  -0.345
H  1.980  -1.637  0.321  0.209
H  2.790  -0.061  0.358  0.216
H  1.936  -0.582  -1.103  0.216
H  0.620  0.027  1.600  0.205
H  1.445  2.070  0.410  0.217
H  -0.320  2.045  0.484  0.212
H  0.512  1.614  -1.024  0.217
H  -0.473  -1.801  0.376  0.242
H  -2.772  -1.003  0.506  0.225
H  -1.999  0.316  1.378  0.214
H  -2.300  0.429  -0.407  0.230

(6)
Here is C6H11N in the gas phase in a non-equilibrium geometry from the Open Molecules 2025 dataset. Energies are from ωB97M-V/def2-TZVPD.

Strongest force on any atom ... 3.242 eV Å⁻¹
HOMO-LUMO gap ... 10.683 eV
SMILES ... CC[C@H](C)[C@@H]1C=N1
Energy above the lowest of the compared OMol25 structures with the same formula, charge and spin ... 3.1221 eV
Electronic energy ... -289.85695 a.u.

Last column: natural (NBO) charge in e.
Element x y z (Å)
C  1.876  -1.164  0.013  0.061
C  1.281  0.086  -0.519  -0.138
C  -1.215  -1.655  0.227  -0.600
C  0.001  2.164  0.055  -0.607
C  -1.186  -0.150  -0.119  -0.405
C  0.049  0.627  0.334  -0.234
N  2.555  -0.104  0.182  -0.331
H  1.818  -2.235  0.100  0.219
H  1.309  0.073  -1.630  0.187
H  -0.870  -1.852  1.235  0.204
H  -0.668  -2.221  -0.470  0.196
H  -2.194  -1.940  0.170  0.206
H  -0.028  2.296  -1.063  0.202
H  1.045  2.433  0.395  0.212
H  -0.658  2.755  0.633  0.211
H  -1.347  0.167  -1.174  0.205
H  -2.174  0.152  0.290  0.205
H  0.405  0.569  1.340  0.208

(7)
Here is 3 unconnected molecules or ions with the total composition C6H11N in a non-equilibrium geometry from the Open Molecules 2025 dataset. Energies are from ωB97M-V/def2-TZVPD.

Strongest force on any atom ... 2.495 eV Å⁻¹
HOMO-LUMO gap ... 9.302 eV
Energy above the lowest of the compared OMol25 structures with the same formula, charge and spin ... 4.6641 eV
Electronic energy ... -289.80028 a.u.

Last column: natural (NBO) charge in e.
Element x y z (Å)
C  -1.636  0.535  -0.958  -0.535
C  1.298  -0.971  0.671  -0.642
C  1.776  0.401  1.121  -0.610
C  -1.621  0.201  0.326  0.126
C  0.102  -0.244  -2.079  0.328
C  -1.815  0.029  1.592  -0.499
N  0.224  -0.014  -3.230  -0.740
H  -0.148  0.339  -4.093  0.434
H  -1.336  1.533  -1.248  0.234
H  -2.339  0.047  -1.620  0.234
H  2.142  -1.578  0.339  0.197
H  0.807  -1.509  1.478  0.190
H  0.679  -0.870  -0.290  0.243
H  -2.680  0.434  2.101  0.222
H  -1.156  -0.587  2.188  0.218
H  2.579  0.316  1.854  0.198
H  2.152  0.968  0.268  0.198
H  0.971  0.969  1.579  0.202

(8)
Here is 2 unconnected molecules or ions with the total composition C6H11N in a non-equilibrium geometry from the Open Molecules 2025 dataset. Energies are from ωB97M-V/def2-TZVPD.

Strongest force on any atom ... 4.000 eV Å⁻¹
HOMO-LUMO gap ... 8.841 eV
Energy above the lowest of the compared OMol25 structures with the same formula, charge and spin ... 5.0562 eV
Electronic energy ... -289.78587 a.u.

Last column: natural (NBO) charge in e.
Element x y z (Å)
C  -0.549  -0.422  1.149  0.135
C  -0.870  -0.339  -2.097  -0.480
C  0.091  -1.455  -1.923  -0.471
C  0.132  -0.254  -1.056  0.103
C  1.147  0.895  -1.044  -0.642
C  -0.081  0.676  3.127  -0.428
N  0.042  0.488  1.743  -0.478
H  -1.336  -1.165  1.553  0.152
H  -0.782  0.453  -2.873  0.206
H  -1.880  -0.514  -1.842  0.220
H  -0.448  -2.353  -1.500  0.231
H  0.963  -1.598  -2.600  0.220
H  1.266  1.078  -2.135  0.207
H  2.011  0.622  -0.544  0.217
H  0.636  1.688  -0.542  0.234
H  -0.466  1.721  3.373  0.202
H  0.847  0.474  3.550  0.205
H  -0.725  0.006  3.662  0.166